# 1
ORCA calculation (ωB97M-V with the def2-TZVPD basis set) on 2 unconnected molecules or ions with the total composition C2H10N3 in a non-equilibrium geometry.

Cartesian coordinates (Å):
C (-1.87003, 0.95803, -1.60878)
N (-0.83014, 0.81256, -0.53980)
H (-2.72516, 0.31497, -1.61458)
H (-1.39496, 0.87660, -2.65277)
H (-2.36377, 1.94839, -1.37217)
H (-0.06665, 1.44108, -0.76655)
H (-1.23951, 0.93913, 0.43193)
H (0.17306, -0.39553, -0.25470)
N (1.55545, -0.41850, 2.11992)
C (1.41171, -1.33832, 1.09564)
N (0.96249, -1.05640, -0.15456)
H (2.13073, -0.66170, 2.87218)
H (1.04285, 0.42498, 2.28995)
H (2.05096, -2.18565, 1.06203)
H (1.16296, -1.65963, -0.90775)

Force components x, y, z for each atom (eV/Å):
C 0.4 2.2 -0.4
N -1.3 -0.9 0.7
H 0.1 -1.2 0.6
H -0.7 0.5 1.7
H 0.6 -0.7 -1.2
H -0.4 0.4 0.5
H 0.7 0.4 -1.9
H -0.7 1.0 -0.8
N -1.3 -2.3 -2.6
C 1.2 3.6 -2.3
N 0.4 -0.5 4.6
H 0.8 -0.8 1.2
H -0.4 0.2 -0.6
H 0.4 -0.8 1.0
H 0.1 -1.2 -0.5

Values from the calculation:
electronic energy	-6699.38587	eV
net charge	+1
frontier orbital gap	9.6	eV
LUMO	-4.18	eV

Atom charges from the natural (NBO) analysis, given in e for atoms 1 to 5:
1 C -0.427
2 N -0.873
3 H 0.220
4 H 0.219
5 H 0.202


# 2
ORCA calculation (ωB97M-V with the def2-TZVPD basis set) on 5 unconnected molecules or ions with the total composition C30H75FO17P4Si in a non-equilibrium geometry.

Cartesian coordinates (Å):
C (-0.89226, 3.60614, 6.40594)
C (-1.37170, 3.22399, 5.00516)
F (-0.31155, 3.04713, 4.11824)
C (-2.32399, 2.03711, 5.03320)
Si (-2.62464, 1.23015, 3.35398)
C (-1.23004, 0.11419, 2.78724)
C (-1.04270, -1.16701, 3.62618)
C (0.45374, -1.54014, 3.64984)
O (1.04440, -1.40092, 2.35700)
H (0.08600, 3.17904, 6.63014)
H (-0.77930, 4.68637, 6.48301)
H (-1.61102, 3.24380, 7.13623)
H (-1.95680, 4.07702, 4.65105)
H (-3.28816, 2.42137, 5.37357)
H (-2.01767, 1.27137, 5.75211)
H (-2.86909, 2.24298, 2.29758)
H (-3.88044, 0.44303, 3.43409)
H (-0.31122, 0.69441, 2.69272)
H (-1.47010, -0.19998, 1.76901)
H (-1.56030, -2.00576, 3.16364)
H (-1.34665, -1.03956, 4.66667)
H (0.53262, -2.59464, 3.92949)
H (0.94330, -0.90561, 4.39115)
H (1.79183, -0.81945, 2.50045)
C (-2.46164, -5.32653, -0.71921)
C (-3.45586, -4.25703, -0.29799)
O (-4.61031, -4.80867, 0.33489)
P (-4.51504, -5.29696, 1.89590)
O (-4.38449, -3.96642, 2.54677)
O (-6.08329, -5.66081, 2.14958)
C (-6.79281, -5.12872, 3.27106)
C (-7.62455, -3.93171, 2.86330)
O (-4.18506, -6.81436, 1.38492)
C (-3.75850, -7.81629, 2.34468)
C (-4.91245, -8.35774, 3.16828)
H (-2.01203, -5.81141, 0.14976)
H (-1.66046, -4.89022, -1.31737)
H (-2.95764, -6.10231, -1.30148)
H (-2.98234, -3.52535, 0.36432)
H (-3.81532, -3.72299, -1.17703)
H (-6.11033, -4.87482, 4.08272)
H (-7.44579, -5.92393, 3.63793)
H (-7.01601, -3.18037, 2.36132)
H (-8.09767, -3.47536, 3.73400)
H (-8.40335, -4.23495, 2.16241)
H (-2.97981, -7.40408, 2.99004)
H (-3.31075, -8.62028, 1.76309)
H (-5.24365, -7.63102, 3.91157)
H (-4.60710, -9.25881, 3.70100)
H (-5.76528, -8.58929, 2.53247)
C (4.41063, 3.57816, -4.32477)
C (3.61167, 4.66160, -3.62320)
O (2.47717, 4.12848, -2.92789)
P (2.69728, 3.40582, -1.50246)
O (3.07479, 4.44932, -0.52791)
O (1.13008, 3.14563, -1.10074)
C (0.60590, 3.54646, 0.16736)
C (-0.13583, 4.86116, 0.05536)
O (2.82474, 1.89762, -2.08370)
C (3.26853, 0.84484, -1.18988)
C (2.16582, 0.40196, -0.24885)
H (4.89525, 2.91703, -3.60359)
H (5.18327, 4.02015, -4.95452)
H (3.75861, 2.96117, -4.94234)
H (4.24293, 5.22458, -2.92986)
H (3.21910, 5.36262, -4.35953)
H (1.39449, 3.60360, 0.91741)
H (-0.08389, 2.76078, 0.48601)
H (0.49012, 5.63100, -0.39653)
H (-0.46111, 5.20606, 1.03794)
H (-1.01438, 4.74574, -0.58183)
H (4.14801, 1.17529, -0.63280)
H (3.57515, 0.01372, -1.82287)
H (1.98999, 1.14967, 0.52671)
H (2.43427, -0.53155, 0.24677)
H (1.22987, 0.26162, -0.78655)
C (0.17340, 5.63475, -4.29099)
C (0.58915, 7.09272, -4.26075)
O (0.65244, 7.66745, -5.57501)
P (-0.71378, 8.09535, -6.31202)
O (-1.28708, 9.23575, -5.57240)
O (-0.08975, 8.80898, -7.64317)
C (-0.49647, 10.11755, -8.04130)
C (0.50823, 11.15669, -7.59095)
O (-0.94119, 6.69719, -7.09603)
C (-2.20966, 6.45541, -7.75355)
C (-2.33260, 7.20326, -9.06800)
H (-0.86396, 5.53006, -4.61828)
H (0.26691, 5.19063, -3.30187)
H (0.79109, 5.07184, -4.99003)
H (-0.08741, 7.67819, -3.63196)
H (1.59047, 7.18228, -3.84032)
H (-1.49403, 10.34864, -7.66754)
H (-0.55574, 10.11106, -9.13250)
H (0.69406, 11.08740, -6.51961)
H (0.15407, 12.16282, -7.82110)
H (1.46376, 11.00026, -8.09361)
H (-3.03073, 6.71332, -7.08132)
H (-2.25677, 5.38273, -7.93323)
H (-2.49856, 8.26843, -8.90281)
H (-3.17801, 6.82249, -9.64192)
H (-1.42328, 7.09967, -9.65790)
C (2.98044, -3.65084, 0.52921)
C (3.65271, -4.91250, 0.01988)
O (4.50184, -5.50114, 1.01225)
P (3.83436, -6.35038, 2.20923)
O (3.25154, -7.57204, 1.62259)
O (5.18742, -6.90721, 2.93198)
C (5.35645, -8.29524, 3.22157)
C (6.21062, -8.96739, 2.16797)
O (3.71088, -5.11743, 3.25206)
C (2.92756, -5.28902, 4.45911)
C (3.65894, -6.09721, 5.51437)
H (2.26348, -3.87862, 1.31890)
H (2.44699, -3.14518, -0.27698)
H (3.71701, -2.96675, 0.95152)
H (2.90953, -5.64132, -0.31581)
H (4.29158, -4.67766, -0.83057)
H (4.39279, -8.79454, 3.32278)
H (5.85336, -8.35623, 4.19274)
H (5.81121, -8.79739, 1.16861)
H (6.26784, -10.04256, 2.34443)
H (7.22137, -8.55751, 2.18396)
H (1.96640, -5.74719, 4.21515)
H (2.72764, -4.28642, 4.83416)
H (3.68669, -7.15566, 5.25289)
H (3.15362, -6.00790, 6.47653)
H (4.68800, -5.75677, 5.61722)

Force components x, y, z for each atom (eV/Å):
C 0.5 0.0 -0.4
C -1.0 0.4 0.9
F 0.1 -0.2 0.1
C 0.2 -0.2 -0.5
Si -0.1 -0.2 -0.3
C -0.6 -0.2 0.0
C 1.2 0.3 -0.5
C -0.8 -0.4 0.0
O 0.1 0.1 0.5
H -0.1 -0.2 0.0
H -0.1 0.0 0.1
H 0.0 0.1 0.1
H 0.2 0.0 -0.4
H 0.0 -0.1 0.1
H 0.1 0.0 0.0
H 0.1 0.2 0.1
H 0.0 0.0 0.1
H 0.0 0.0 0.2
H 0.0 0.1 -0.1
H -0.4 0.1 0.2
H -0.2 -0.2 0.0
H 0.2 0.1 0.3
H 0.3 -0.1 -0.1
H 0.2 0.1 -0.4
C 0.0 -0.1 0.1
C 0.1 0.0 -0.1
O 0.4 -0.3 0.1
P -5.8 1.6 -5.0
O 2.8 -1.4 2.1
O 0.6 -0.5 0.7
C -0.3 0.2 0.1
C -0.1 0.1 -0.2
O 2.3 0.4 2.3
C -0.2 -0.4 0.1
C -0.1 0.2 0.1
H 0.1 0.0 0.0
H 0.0 0.0 0.0
H 0.0 0.0 -0.1
H 0.0 0.0 0.0
H -0.1 0.0 0.0
H 0.1 0.1 -0.1
H 0.1 -0.1 -0.1
H 0.1 0.0 0.1
H 0.0 0.0 0.0
H 0.0 0.0 0.0
H 0.0 0.0 0.0
H 0.0 0.1 -0.1
H 0.0 0.0 0.0
H 0.1 0.0 0.0
H 0.0 0.0 0.0
C 0.0 -0.1 0.1
C 0.2 0.0 -0.2
O 0.8 -0.5 0.3
P -6.2 1.4 -1.5
O 2.8 -1.4 0.3
O 0.3 -0.3 0.1
C -0.2 0.2 0.0
C -0.1 0.1 -0.2
O 2.6 0.5 1.1
C -0.1 -0.3 0.1
C 0.0 0.2 0.2
H 0.0 0.0 0.0
H 0.0 0.0 0.0
H 0.0 0.1 0.0
H -0.1 0.0 0.0
H -0.1 0.0 0.1
H 0.1 0.1 -0.1
H 0.0 -0.1 -0.1
H 0.1 0.0 0.1
H 0.0 0.0 0.0
H 0.0 0.0 0.0
H 0.0 0.0 0.0
H 0.0 0.1 -0.2
H 0.0 0.0 0.0
H 0.1 0.0 -0.1
H 0.0 -0.1 0.0
C -0.3 0.1 -0.1
C 0.0 -0.2 0.2
O -0.7 -0.3 0.0
P 5.3 1.9 -2.3
O -2.4 -1.7 0.6
O -0.4 -0.3 0.0
C 0.2 0.3 0.0
C 0.2 0.0 0.0
O -2.1 0.2 1.6
C -0.1 -0.1 -0.3
C 0.0 0.3 0.1
H 0.0 0.0 0.0
H 0.0 0.0 0.0
H 0.1 0.0 0.0
H 0.0 0.1 0.0
H 0.0 0.1 -0.1
H 0.0 0.0 0.1
H 0.0 -0.1 0.0
H -0.2 0.0 0.0
H 0.0 0.0 0.0
H 0.0 0.0 0.0
H 0.0 0.0 0.0
H 0.1 0.0 0.1
H 0.0 0.0 0.0
H 0.0 -0.1 0.0
H 0.0 -0.1 0.0
C 0.0 -0.1 0.1
C -0.2 0.2 -0.2
O -0.6 0.1 0.4
P 6.1 -0.4 -0.8
O -2.7 0.9 0.9
O -0.4 0.1 0.3
C 0.2 -0.2 -0.1
C 0.1 0.1 -0.1
O -2.5 -0.8 -0.4
C 0.0 0.0 0.3
C 0.1 -0.2 -0.1
H -0.1 0.1 0.0
H 0.0 0.0 0.0
H 0.0 0.0 0.0
H 0.1 0.0 0.0
H 0.1 -0.1 0.1
H -0.1 0.1 -0.1
H 0.0 0.1 0.0
H -0.2 0.0 0.0
H 0.0 0.0 0.0
H 0.0 0.0 0.0
H 0.0 0.0 0.0
H 0.1 0.1 -0.2
H 0.0 0.0 0.0
H 0.0 0.1 0.0
H 0.0 0.1 0.0

Values from the calculation:
electronic energy	-114889.35211	eV
frontier orbital gap	9.8	eV
SMILES string	C[C@@H](F)C[SiH2]CCCO.CCOP(=O)(OCC)OCC.CCOP(=O)(OCC)OCC.CCOP(=O)(OCC)OCC.CCOP(=O)(OCC)OCC
LUMO	-0.32	eV

Atom charges from the Löwdin analysis, given in e for atoms 1 to 5:
1 C -0.044
2 C -0.459
3 F -0.045
4 C -0.284
5 Si 0.668


# 3
ORCA calculation (ωB97M-V with the def2-TZVPD basis set) on a molecular structure, C25H22CaN14O5SSe2 in a non-equilibrium geometry.

Cartesian coordinates (Å):
Ca (-0.70208, -0.07989, -0.06198)
Se (-0.54695, 0.70462, 3.08696)
Se (1.77940, 1.96560, 3.04314)
C (2.42034, 0.33568, 2.25672)
C (3.67996, -0.15997, 2.63892)
C (4.09284, -1.39870, 2.19744)
C (3.25246, -2.14854, 1.38053)
C (2.05314, -1.57615, 1.00149)
N (1.64785, -0.36068, 1.39580)
C (-1.52475, 2.19559, 2.35880)
C (-2.10047, 3.17287, 3.15839)
C (-3.04964, 4.00311, 2.58724)
C (-3.39722, 3.82400, 1.25491)
C (-2.74164, 2.85088, 0.52370)
N (-1.79781, 2.06725, 1.05890)
H (4.29795, 0.43584, 3.29809)
H (5.05761, -1.79183, 2.50061)
H (3.51862, -3.14289, 1.04796)
H (1.37182, -2.11748, 0.34758)
H (-1.83365, 3.23666, 4.20449)
H (-3.53780, 4.76602, 3.18433)
H (-4.16493, 4.42723, 0.78812)
H (-2.96290, 2.68841, -0.52499)
O (-2.24879, -0.38253, 2.84026)
S (-2.27191, -1.40127, 1.65639)
O (-3.13002, -2.48242, 2.04985)
O (-0.84694, -1.76815, 1.40309)
O (-2.76041, -0.64440, 0.45992)
N (-2.03775, -0.24608, -2.97299)
C (-1.61462, 1.06940, -2.71886)
N (-2.01482, 2.09455, -3.45242)
N (-1.37990, 3.16095, -2.91090)
N (-0.64075, 2.78738, -1.91988)
N (-0.75796, 1.43699, -1.76365)
C (-1.24118, -1.37268, -2.68829)
N (-1.38704, -2.52367, -3.31103)
N (-0.41298, -3.31148, -2.79324)
N (0.27019, -2.65968, -1.91771)
N (-0.22365, -1.38785, -1.82470)
H (-2.57563, -0.33733, -3.81595)
C (6.59258, 3.40253, -5.38698)
C (6.39460, 1.91608, -5.20551)
C (6.29011, 1.05493, -6.29049)
C (6.07522, -0.30736, -6.11385)
C (5.97124, -0.84709, -4.83871)
N (5.76990, -2.23912, -4.71259)
C (5.43826, -2.99574, -3.59566)
O (5.89836, -4.11942, -3.45396)
N (4.57225, -2.44113, -2.70253)
C (3.66780, -1.34886, -2.88888)
C (2.96774, -1.14394, -4.06248)
C (2.13286, -0.04430, -4.14872)
C (2.01564, 0.80086, -3.05498)
N (2.67190, 0.58703, -1.91063)
C (3.47871, -0.46764, -1.83928)
C (6.11360, -0.00268, -3.74258)
C (6.30473, 1.35635, -3.93264)
H (6.81112, 3.64557, -6.42840)
H (7.41668, 3.77041, -4.77133)
H (5.69668, 3.95686, -5.09498)
H (6.36394, 1.45233, -7.29842)
H (5.98118, -0.96031, -6.97602)
H (6.18168, -2.81484, -5.42578)
H (4.44998, -2.99994, -1.87328)
H (3.06892, -1.83748, -4.88896)
H (1.55779, 0.14618, -5.04809)
H (1.36696, 1.66868, -3.08194)
H (4.00499, -0.62617, -0.89830)
H (6.07778, -0.40498, -2.73726)
H (6.38301, 1.99814, -3.05915)

Force components x, y, z for each atom (eV/Å):
Ca 1.7 1.5 0.9
Se 0.3 0.5 0.4
Se -0.2 -0.3 -0.2
C 0.0 -0.4 -0.4
C -0.2 0.2 0.0
C 0.0 -0.1 -0.1
C 0.1 0.1 0.1
C -0.2 0.1 -0.1
N 0.6 0.2 0.1
C -0.3 -0.3 -0.4
C 0.0 0.0 0.0
C 0.0 0.1 0.0
C 0.0 0.1 0.1
C 0.5 -0.1 0.0
N -0.3 0.2 0.2
H 0.0 0.0 0.0
H 0.0 0.0 0.0
H 0.0 0.0 0.0
H 0.1 0.0 0.0
H 0.0 0.0 0.0
H 0.0 0.0 0.0
H 0.0 0.0 0.0
H 0.1 0.0 0.0
O -0.4 -0.4 -0.2
S -0.5 0.0 0.8
O 0.0 -0.2 -0.1
O -1.1 -0.4 0.4
O -0.2 -0.7 0.7
N 0.5 0.0 0.5
C 0.3 -0.3 -0.3
N -0.1 0.3 -0.1
N 0.0 -0.3 0.0
N -0.2 -0.4 -0.1
N -0.4 0.8 -0.7
C 0.3 0.6 -0.4
N 0.0 -0.4 -0.2
N -0.1 0.3 0.0
N -0.2 0.4 -0.1
N 0.1 -1.0 -0.7
H -0.1 0.0 0.0
C -0.1 -0.1 0.0
C 0.0 0.0 0.0
C 0.0 -0.1 0.0
C 0.0 0.1 -0.1
C 0.1 -0.3 0.0
N 0.0 0.2 -0.1
C -0.1 0.1 0.0
O 0.0 0.1 0.0
N -0.1 0.2 0.0
C 0.2 -0.4 0.0
C -0.1 -0.1 -0.2
C 0.0 0.0 -0.1
C 0.2 -0.1 0.3
N 0.0 0.0 -0.1
C -0.2 0.3 0.1
C 0.1 0.1 0.1
C 0.0 0.0 0.1
H 0.0 0.0 0.0
H 0.0 0.0 0.0
H 0.0 0.0 0.0
H 0.0 0.0 0.0
H 0.0 0.0 0.0
H 0.1 0.0 0.0
H -0.1 -0.1 0.0
H 0.0 0.0 0.0
H 0.0 0.0 0.1
H 0.1 0.0 0.0
H -0.1 0.0 -0.1
H 0.0 0.1 -0.1
H 0.0 -0.1 -0.1

Values from the calculation:
electronic energy	-217353.22007	eV
net charge	-2
frontier orbital gap	6.6	eV
LUMO	3.78	eV

Atom charges from the natural (NBO) analysis, given in e for atoms 1 to 5:
1 Ca 1.751
2 Se 0.495
3 Se -0.208
4 C 0.091
5 C -0.303


# 4
ORCA calculation (ωB97M-V with the def2-TZVPD basis set) on 2 unconnected molecules or ions with the total composition CH4NO2S2.

Cartesian coordinates (Å):
S (-0.65089, 0.39995, -1.74446)
S (-0.79292, 2.13421, -0.59090)
H (-0.25130, -0.37263, -0.60978)
H (-1.99099, 1.90091, -0.03015)
N (1.79840, -0.51875, 1.09235)
C (0.75072, -1.47968, 1.24225)
O (-0.37192, -1.13793, 0.75341)
O (1.01711, -2.52278, 1.85447)
H (1.55531, 0.42413, 1.33257)
H (2.64779, -0.88852, 1.47672)

Force components x, y, z for each atom (eV/Å):
S 0.2 0.5 0.3
S 0.0 -0.2 -0.3
H -0.3 -0.3 0.2
H 0.0 0.0 0.0
N 0.0 -0.6 -0.5
C -0.3 0.2 0.5
O 0.2 0.1 -0.3
O 0.2 -0.1 -0.3
H 0.0 0.2 -0.1
H 0.2 0.3 0.4

Values from the calculation:
electronic energy	-28359.77673	eV
net charge	-1
frontier orbital gap	7.7	eV
LUMO	3.19	eV

Atom charges from the natural (NBO) analysis, given in e for atoms 1 to 5:
1 S -0.305
2 S -0.204
3 H 0.270
4 H 0.113
5 N -0.921


# 5
ORCA calculation (ωB97M-V with the def2-TZVPD basis set) on 2 unconnected molecules or ions with the total composition CH3FNO2S in a non-equilibrium geometry.

Cartesian coordinates (Å):
C (-0.51100, -0.05912, -1.77460)
N (0.19345, 1.30033, 1.76243)
O (1.35193, -0.87010, 1.32353)
O (0.72464, -0.38502, 3.70829)
F (-1.41742, 0.65873, -2.59242)
S (0.71816, 0.08400, 2.29251)
H (-1.10110, 0.07643, -0.82099)
H (-0.44993, -1.14108, -2.15836)
H (0.49126, 0.33583, -1.74038)

Force components x, y, z for each atom (eV/Å):
C -2.2 -1.3 0.8
N -0.9 1.7 0.2
O -0.3 0.0 1.6
O 0.1 0.3 -1.5
F 0.8 0.0 -1.0
S 1.1 -2.1 -0.4
H 1.7 -0.9 -0.4
H -0.3 1.5 0.7
H 0.0 0.6 0.0

Values from the calculation:
electronic energy	-20222.58023	eV
net charge	-1
frontier orbital gap	8.1	eV
LUMO	3.90	eV

Atom charges from the natural (NBO) analysis, given in e for atoms 1 to 5:
1 C -0.129
2 N -1.122
3 O -1.002
4 O -0.968
5 F -0.407